The following is a DFT calculation (ωB97M-V/def2-TZVPD) of a cluster of 2 separate species, C4H5NO in total at a distorted geometry.

Structure (XYZ):
```
11
Properties=species:S:1:pos:R:3:nbo_charge:R:1
C 1.03 0.51 0.08 0.131
C 0.41 1.62 0.11 -0.177
C -2.38 0.20 -0.50 0.143
C 2.16 -0.42 0.21 -0.115
N -2.78 -0.26 0.54 -0.634
O 0.86 -0.81 -0.20 -0.460
H 0.57 2.63 0.35 0.197
H -2.33 0.06 -1.56 0.169
H 2.92 -0.44 -0.56 0.188
H 2.47 -0.76 1.19 0.189
H -3.31 -1.11 0.75 0.369
```

Properties
Gap between HOMO and LUMO (alpha / beta) (eV): 9.5 / 7.0
E_HOMO (alpha / beta) (eV): -8.62 / -7.19
Lowest unoccupied orbital energy (alpha / beta) (eV): 0.9 / -0.2


The following is a DFT calculation (ωB97M-V/def2-TZVPD) of a cluster of 2 separate species, C9H19ClN3O6PS in total at a distorted geometry.

Structure (XYZ):
```
40
Properties=species:S:1:pos:R:3:nbo_charge:R:1
C 1.49 -3.11 0.37 -0.615
C 0.79 -1.87 0.92 -0.237
C -0.66 -2.18 1.37 -0.232
N -1.73 -1.59 0.56 -0.581
C -1.54 -0.31 0.16 0.726
N -2.54 0.42 -0.31 -0.782
P -2.37 1.99 -1.06 1.010
S -1.33 2.08 -2.70 -0.576
N -0.30 0.28 0.23 -0.660
C 0.84 -0.65 -0.04 0.155
C 0.66 -1.08 -1.51 -0.658
C 2.13 0.16 0.21 -0.387
C 2.81 0.79 -1.01 -0.531
C 4.19 1.27 -0.60 0.792
O 4.40 1.89 0.42 -0.555
O 5.22 0.89 -1.39 -0.678
H 1.72 -3.80 1.18 0.226
H 2.44 -2.85 -0.12 0.219
H 0.87 -3.64 -0.36 0.207
H 1.33 -1.59 1.82 0.219
H -0.83 -3.26 1.37 0.223
H -0.81 -1.84 2.40 0.221
H -2.14 -2.19 -0.14 0.417
H -3.49 0.08 -0.18 0.454
H -1.89 2.75 0.01 0.014
H -3.70 2.30 -1.23 0.053
H -0.19 0.77 1.12 0.423
H 1.57 -1.51 -1.92 0.225
H 0.38 -0.22 -2.11 0.260
H -0.12 -1.84 -1.60 0.204
H 1.88 0.99 0.88 0.232
H 2.85 -0.46 0.75 0.221
H 2.91 0.09 -1.84 0.209
H 2.25 1.67 -1.33 0.256
H 4.94 0.83 -2.31 0.486
O -5.50 2.75 2.53 -0.823
Cl -4.42 2.97 1.63 2.547
O -3.46 1.87 1.71 -0.939
O -3.74 4.20 1.90 -0.840
O -4.90 2.98 0.25 -0.906
```

Properties
Gap between HOMO and LUMO (eV): 8.3
E_HOMO (eV): -9.17
Lowest unoccupied orbital energy (eV): -0.8


The following is a DFT calculation (ωB97M-V/def2-TZVPD) of a structure of composition C20H20BrHfN5O3S4Si.

Structure (XYZ):
```
55
Properties=species:S:1:pos:R:3:nbo_charge:R:1
Hf -0.87 -0.77 -0.36 1.520
O -4.67 -1.08 7.51 -1.003
S -5.29 0.20 7.81 2.402
O -6.48 0.15 8.62 -0.978
O -4.35 1.27 8.12 -0.995
C -5.86 0.76 6.17 0.156
N -6.98 1.48 6.05 -0.384
C -7.29 1.90 4.84 0.083
C -6.52 1.64 3.71 -0.288
C -5.38 0.89 3.95 0.146
N -5.05 0.45 5.16 -0.429
C -4.40 0.50 2.91 0.080
C -3.42 -0.44 3.24 -0.202
C -2.48 -0.79 2.30 0.066
N -2.47 -0.26 1.05 -0.678
C -3.42 0.65 0.73 0.048
C -4.39 1.04 1.62 -0.181
H -8.21 2.48 4.76 0.198
H -6.81 1.99 2.73 0.212
H -3.41 -0.86 4.23 0.304
H -1.71 -1.52 2.53 0.230
H -3.37 1.06 -0.27 0.225
H -5.11 1.79 1.32 0.235
S -3.56 -5.47 -1.68 -0.011
C -2.73 -4.15 -2.11 -0.160
S -3.20 -2.49 -1.77 0.445
C -1.80 -1.90 -2.62 -0.245
N -1.05 -2.83 -3.10 -0.182
N -1.56 -4.06 -2.83 -0.269
C -0.84 -5.19 -3.35 0.196
C -0.38 -6.16 -2.47 -0.217
C 0.33 -7.24 -2.99 -0.197
C 0.57 -7.32 -4.35 -0.191
C 0.11 -6.34 -5.21 -0.198
C -0.60 -5.26 -4.71 -0.225
S -1.41 -0.17 -2.68 -0.170
H -0.58 -6.08 -1.41 0.234
H 0.69 -8.00 -2.32 0.225
H 1.12 -8.17 -4.74 0.223
H 0.31 -6.41 -6.27 0.224
H -0.97 -4.48 -5.36 0.229
Br 0.42 -2.79 0.19 -0.326
C -0.24 2.92 0.20 -1.090
Si 0.74 1.31 0.35 0.937
C 1.22 1.05 2.15 -1.090
C 2.28 1.41 -0.72 -1.091
H 0.37 3.76 0.51 0.249
H -1.13 2.90 0.85 0.234
H -0.57 3.10 -0.82 0.236
H 1.82 1.89 2.50 0.249
H 1.81 0.14 2.28 0.244
H 0.35 0.98 2.81 0.240
H 2.91 2.24 -0.39 0.244
H 2.03 1.57 -1.77 0.242
H 2.87 0.49 -0.64 0.244
```

Properties
Gap between HOMO and LUMO (eV): 4.9
E_HOMO (eV): -7.50
Lowest unoccupied orbital energy (eV): -2.6


The following is a DFT calculation (ωB97M-V/def2-TZVPD) of a structure of composition C31H37FeN6 at a distorted geometry.

Structure (XYZ):
```
75
Properties=species:S:1:pos:R:3:lowdin_spin:R:1
Fe -0.11 0.39 -0.79 0.950
C 1.29 -2.31 3.64 0.000
C 0.01 -1.48 3.63 0.000
C -0.45 -1.18 5.06 0.000
C 0.14 -0.18 2.87 -0.001
C -0.98 0.34 2.21 0.009
C -0.96 1.61 1.61 0.003
C 0.19 2.41 1.69 -0.003
C 0.17 3.83 1.21 -0.001
C 1.30 1.87 2.34 0.000
C 1.29 0.60 2.90 -0.007
H 1.10 -3.28 4.10 0.000
H 2.08 -1.83 4.23 0.000
H 1.68 -2.49 2.64 0.000
H -0.77 -2.07 3.14 0.000
H 0.30 -0.61 5.60 0.000
H -0.62 -2.11 5.61 0.000
H -1.38 -0.61 5.07 0.000
H -1.90 -0.22 2.22 0.000
H -1.88 2.03 1.23 0.000
H -0.24 3.93 0.21 0.000
H 1.17 4.28 1.23 0.000
H -0.46 4.43 1.87 0.000
H 2.19 2.49 2.45 0.000
H 2.17 0.24 3.41 0.000
C -2.68 -4.40 0.78 0.000
C -3.70 -3.68 0.16 0.000
C -3.48 -2.39 -0.28 -0.001
C -2.22 -1.82 -0.10 -0.001
C -1.20 -2.53 0.52 0.001
C -1.44 -3.82 0.96 0.000
N -1.93 -0.49 -0.58 -0.010
N -2.93 0.14 -0.99 -0.005
C -2.64 1.40 -1.54 -0.001
C -3.69 2.14 -2.04 -0.002
C -3.39 3.36 -2.64 0.000
C -2.07 3.77 -2.71 0.000
C -1.08 2.96 -2.18 0.001
N -1.36 1.79 -1.60 -0.003
H -2.87 -5.41 1.12 0.000
H -4.68 -4.13 0.02 0.000
H -4.27 -1.84 -0.77 0.000
H -0.24 -2.07 0.71 0.000
H -0.65 -4.37 1.46 0.000
H -4.70 1.76 -1.97 0.000
H -4.18 3.98 -3.05 0.000
H -1.80 4.71 -3.17 0.000
H -0.04 3.24 -2.22 0.000
C 4.37 3.60 -1.30 0.000
N 3.32 2.63 -1.62 0.002
C 3.14 1.99 -2.81 0.000
C 2.05 1.19 -2.66 0.001
N 1.56 1.34 -1.37 -0.005
C 2.35 2.23 -0.78 0.001
H 5.12 3.57 -2.09 0.000
H 4.85 3.34 -0.36 0.000
H 3.96 4.61 -1.24 0.000
H 3.79 2.14 -3.66 0.000
H 1.60 0.52 -3.37 0.000
H 2.27 2.57 0.23 0.000
C -1.07 -1.63 -3.43 0.017
C 0.06 -2.07 -2.57 0.100
C 0.75 -3.33 -2.68 -0.067
C 1.75 -3.30 -1.76 0.080
C 1.67 -2.03 -1.11 -0.044
C 2.54 -1.53 -0.01 -0.007
N 0.63 -1.30 -1.62 -0.017
H -0.84 -1.86 -4.47 0.004
H -1.26 -0.56 -3.34 0.001
H -1.98 -2.19 -3.17 0.006
H 0.50 -4.11 -3.37 -0.005
H 2.49 -4.06 -1.54 0.005
H 3.25 -2.29 0.29 0.000
H 1.94 -1.24 0.86 -0.002
H 3.08 -0.64 -0.34 -0.003
```

Properties
Gap between HOMO and LUMO (alpha / beta) (eV): 4.3 / 4.4
E_HOMO (alpha / beta) (eV): -12.85 / -12.67
⟨S²⟩: 1.211
Multiplicity: 2
Lowest unoccupied orbital energy (alpha / beta) (eV): -8.5 / -8.3
Net charge: +2


The following is a DFT calculation (ωB97M-V/def2-TZVPD) of a cluster of 2 separate species, C3H8NO3 in total at a distorted geometry.

Structure (XYZ):
```
15
Properties=species:S:1:pos:R:3:nbo_charge:R:1
C -0.38 0.85 0.42 -0.203
N 0.17 -0.43 0.36 -0.752
C 1.48 -0.73 1.02 0.874
O 1.97 0.25 1.50 -0.767
O 1.69 -1.91 1.19 -0.783
C -1.79 0.82 -0.05 -0.615
H -0.39 1.37 1.43 0.144
H 0.32 1.49 -0.14 0.182
H -0.55 -1.10 0.55 0.351
H -2.15 1.83 -0.15 0.196
H -2.48 0.34 0.66 0.189
H -1.79 0.26 -1.00 0.196
H 0.72 -0.48 -1.78 0.493
H 1.85 -1.54 -1.72 0.480
O 1.32 -1.03 -2.29 -0.985
```

Properties
Gap between HOMO and LUMO (eV): 8.2
E_HOMO (eV): -4.29
Lowest unoccupied orbital energy (eV): 3.9
Net charge: -1


The following is a DFT calculation (ωB97M-V/def2-TZVPD) of a structure of composition C47H36CsN9O4.

Structure (XYZ):
```
97
Properties=species:S:1:pos:R:3:lowdin_charge:R:1
Cs -0.09 0.42 0.35 1.199
C 5.15 -2.89 4.06 -0.120
C 4.18 -2.86 5.07 -0.119
C 3.05 -2.07 4.96 -0.035
C 2.90 -1.30 3.81 -0.103
C 1.87 -0.35 3.36 -0.318
N 0.80 -0.04 4.05 0.187
C 0.00 1.00 3.75 -0.351
C -1.21 1.28 4.50 -0.113
C -1.86 0.63 5.55 -0.036
C -3.02 1.19 6.05 -0.121
C -3.54 2.38 5.52 -0.123
C -2.90 3.03 4.47 -0.040
C -1.73 2.47 3.97 -0.112
C -0.80 2.85 2.90 -0.331
N -0.95 3.98 2.19 0.183
C -0.22 4.28 1.15 -0.306
N 0.60 3.46 0.42 0.113
C 1.30 4.20 -0.42 -0.302
N 2.29 3.81 -1.24 0.180
C 2.91 2.65 -1.08 -0.301
N 2.75 1.75 -0.10 0.122
C 3.71 0.81 -0.21 -0.306
N 4.04 -0.17 0.62 0.178
C 3.38 -0.40 1.76 -0.306
N 2.22 0.13 2.14 0.060
C 3.87 -1.33 2.80 -0.103
C 5.00 -2.12 2.92 -0.038
C 4.52 1.06 -1.43 -0.104
C 5.59 0.40 -2.02 -0.033
C 6.13 0.94 -3.17 -0.116
C 5.62 2.12 -3.72 -0.117
C 4.56 2.79 -3.12 -0.033
C 4.02 2.24 -1.97 -0.106
C 0.89 5.62 -0.35 -0.107
C 1.29 6.76 -1.01 -0.038
C 0.68 7.97 -0.66 -0.120
C -0.29 8.01 0.34 -0.120
C -0.68 6.86 1.01 -0.037
C -0.09 5.66 0.65 -0.107
N 0.20 1.96 2.83 0.058
H 6.02 -3.52 4.18 0.083
H 4.32 -3.48 5.96 0.083
H 2.31 -2.04 5.74 0.103
H -1.46 -0.29 5.95 0.102
H -3.55 0.70 6.87 0.082
H -4.45 2.79 5.93 0.082
H -3.29 3.95 4.05 0.100
H 5.74 -2.12 2.13 0.101
H 5.97 -0.51 -1.57 0.103
H 6.96 0.45 -3.67 0.084
H 6.07 2.52 -4.63 0.083
H 4.16 3.71 -3.54 0.102
H 2.06 6.71 -1.77 0.101
H 0.97 8.88 -1.17 0.082
H -0.74 8.97 0.60 0.083
H -1.42 6.89 1.80 0.102
C -3.43 -7.73 0.03 -0.127
O -2.37 -6.81 -0.03 -0.097
C -2.70 -5.47 -0.04 -0.298
C -4.03 -5.01 -0.03 -0.072
C -4.23 -3.65 -0.03 -0.065
C -3.20 -2.70 -0.06 -0.106
C -3.54 -1.28 -0.15 -0.413
C -4.94 -0.78 0.26 -0.015
O -2.77 -0.40 -0.51 -0.108
C -1.81 -3.16 -0.05 -0.410
O -0.81 -2.42 -0.04 -0.180
C -1.65 -4.59 -0.04 0.045
H -2.97 -8.72 0.05 0.081
H -4.09 -7.66 -0.84 0.085
H -4.03 -7.60 0.94 0.087
H -4.87 -5.69 -0.03 0.078
H -5.26 -3.31 -0.04 0.086
H -5.72 -1.53 0.32 0.046
H -5.22 0.01 -0.43 0.077
H -4.83 -0.33 1.25 0.089
H -0.64 -4.97 -0.03 0.119
O 0.03 0.59 -2.99 0.019
C -0.18 -0.36 -3.71 -0.482
C -0.54 -1.73 -3.18 -0.085
C -2.00 -2.09 -3.44 -0.168
C -2.28 -2.62 -4.85 -0.212
C -1.97 -1.65 -5.99 -0.198
C -0.51 -1.21 -6.05 -0.203
N -0.13 -0.22 -5.07 0.064
H -0.37 -1.69 -2.11 0.081
H 0.12 -2.49 -3.61 0.127
H -2.63 -1.22 -3.23 0.124
H -2.29 -2.86 -2.72 0.106
H -3.33 -2.92 -4.92 0.104
H -1.68 -3.53 -5.00 0.111
H -2.60 -0.76 -5.91 0.114
H -2.22 -2.13 -6.94 0.100
H -0.31 -0.77 -7.03 0.110
H 0.14 -2.09 -5.97 0.115
H 0.04 0.73 -5.37 0.137
```

Properties
Gap between HOMO and LUMO (alpha / beta) (eV): 4.6 / 4.6
E_HOMO (alpha / beta) (eV): -0.81 / -0.81
Lowest unoccupied orbital energy (alpha / beta) (eV): 3.7 / 3.7
Net charge: -2


no.,energy (Ha)
1,-285.1397
2,-2169.5218
3,-5777.9396
4,-2795.1373
5,-399.6455
6,-2626.7215